Entry 1:
{
  "formula": "C5H8",
  "method": "ωB97M-V/def2-TZVPD",
  "elements": ["C", "C", "C", "C", "C", "H", "H", "H", "H", "H", "H", "H", "H"],
  "xyz": [[0.3067, -1.3863, 1.0317], [-0.5286, -1.4706, -0.0038], [-0.7852, -0.7018, -1.0434], [-0.1755, 0.7350, -0.9498], [0.2428, 1.0507, 0.4819], [1.3412, -1.2282, 0.7364], [0.1192, -1.1949, 2.0951], [-1.2741, -0.9839, -1.9746], [0.6967, 0.7463, -1.6275], [-0.8691, 1.4991, -1.3034], [1.3181, 1.0576, 0.6450], [-0.2187, 1.8792, 1.0023], [-0.1765, 0.2085, 0.9708]],
  "forces_ev_per_angstrom": [[-0.15, -1.04, -0.30], [0.73, 0.34, 0.05], [0.03, -0.12, 0.09], [-0.08, 0.27, -0.01], [0.06, 1.07, -0.50], [0.20, -0.81, 0.26], [-0.38, -0.77, -0.45], [0.08, -0.05, 0.29], [-0.35, -0.01, 0.15], [-0.11, -0.21, -0.18], [-0.03, 0.11, 0.00], [-0.02, 0.73, -0.52], [0.02, 0.49, 1.13]],
  "lumo_energy_ev": 0.945,
  "total_energy_ev": -5310.775,
  "spin_multiplicity": 1,
  "smiles": "C=C=CCC",
  "orbital_gap_ev": 10.01
}

---

Entry 2:
{
  "formula": "C5H7NS2",
  "method": "ωB97M-V/def2-TZVPD",
  "elements": ["C", "C", "C", "C", "C", "H", "H", "H", "H", "H", "H", "H", "N", "S", "S"],
  "xyz": [[-1.1447, -0.8920, -0.6721], [0.1306, -0.3039, 0.1155], [0.6980, 0.7412, -0.8685], [-0.4161, 0.8254, 1.0970], [0.9508, -1.6274, 0.4485], [-1.0616, -0.5997, -1.8173], [0.3733, 0.9122, -1.9919], [1.7204, 0.9071, -0.5113], [0.0750, 2.6385, -0.1013], [0.1033, 0.9716, 1.9768], [-1.5060, 0.8923, 1.3814], [0.1720, -2.0563, 1.1627], [-0.1360, 1.6339, -0.1341], [-2.3232, -2.0671, -0.0476], [2.3642, -1.9758, -0.0377]],
  "forces_ev_per_angstrom": [[-1.07, -2.36, 0.27], [-1.92, -3.08, -2.61], [-0.28, 1.05, 0.72], [-1.17, -0.12, -3.49], [-5.31, 3.03, 2.42], [-0.75, -0.78, 2.39], [1.50, -1.37, 1.93], [0.52, -0.16, -1.35], [-0.03, -0.70, 0.24], [1.84, 0.53, 1.65], [0.98, -0.77, -0.54], [1.71, -0.87, -0.64], [-1.70, 3.07, 1.58], [3.26, 3.51, -1.72], [2.42, -0.99, -0.85]],
  "lumo_energy_ev": -1.042,
  "total_energy_ev": -28454.063,
  "spin_multiplicity": 1,
  "orbital_gap_ev": 7.61
}

---

Entry 3:
{
  "formula": "C7H9NO",
  "method": "ωB97M-V/def2-TZVPD",
  "elements": ["C", "C", "C", "C", "O", "C", "C", "C", "N", "H", "H", "H", "H", "H", "H", "H", "H", "H"],
  "xyz": [[-1.2077, -2.2294, -0.0159], [-0.2343, -1.1374, -0.1659], [1.1282, -1.2870, 0.0629], [2.1367, -0.2813, -0.0214], [3.3193, -0.3903, -0.0703], [1.5254, 1.0863, -0.0268], [0.2011, 1.1609, -0.0929], [-0.7540, 2.3773, 0.0662], [-0.6273, 0.1156, -0.1572], [-0.7547, -3.2665, -0.4539], [-2.2855, -1.7212, -0.5228], [-1.3805, -2.4455, 1.2194], [1.4368, -2.3077, 0.2405], [2.1102, 2.0645, -0.1304], [-0.1960, 3.3156, 0.0540], [-1.3162, 2.1583, 0.9868], [-1.5368, 2.3827, -0.7437], [-1.5648, 0.4050, -0.2287]],
  "forces_ev_per_angstrom": [[-2.36, -1.25, 0.95], [3.63, -1.02, 1.96], [-1.39, -2.38, -0.65], [-2.42, 3.06, -0.04], [2.90, -1.24, 0.04], [0.94, 0.95, -0.66], [-1.66, 2.83, 0.36], [0.59, -0.44, -0.84], [-1.02, 0.12, -0.66], [-1.67, 2.68, 0.76], [2.92, -2.39, 1.43], [0.21, 0.69, -3.57], [0.34, -0.11, -0.21], [-0.61, -1.80, 0.51], [-0.40, -0.05, 0.31], [0.38, 0.70, 0.00], [0.94, 0.12, 0.48], [-1.32, -0.47, -0.17]],
  "lumo_energy_ev": 0.453,
  "total_energy_ev": -10940.505,
  "spin_multiplicity": 1,
  "smiles": "Cc1cc(=O)cc(C)[nH]1",
  "orbital_gap_ev": 8.85
}

---

Entry 4:
{
  "formula": "C32H56NO11",
  "method": "ωB97M-V/def2-TZVPD",
  "elements": ["C", "O", "C", "C", "C", "C", "C", "C", "C", "C", "C", "C", "O", "C", "C", "C", "O", "C", "C", "C", "C", "C", "C", "N", "C", "C", "C", "C", "O", "O", "H", "H", "H", "H", "H", "H", "H", "H", "H", "H", "H", "H", "H", "H", "H", "H", "H", "H", "H", "H", "H", "H", "H", "H", "H", "H", "H", "H", "H", "H", "H", "H", "H", "H", "H", "H", "H", "H", "H", "H", "C", "C", "O", "C", "O", "O", "C", "H", "H", "H", "H", "H", "H", "H", "H", "C", "C", "O", "C", "O", "O", "C", "H", "H", "H", "H", "H", "H", "H", "H"],
  "xyz": [[4.9459, -1.6369, -0.9794], [4.0845, -2.4950, -0.2288], [3.1275, -3.1684, -1.0489], [1.6687, -2.5432, -0.9097], [1.0558, -2.9467, 0.4935], [0.7405, -1.6907, 1.4157], [2.0936, -1.0145, 1.8405], [1.9488, 0.3304, 2.6688], [0.5999, 0.4868, 3.4790], [-0.3015, 1.5747, 2.7559], [-1.8142, 1.0945, 2.5210], [-2.8427, 1.9906, 3.3241], [-3.8869, 2.5717, 2.5371], [-3.3884, 3.2820, 1.4033], [-2.3656, 2.4315, 0.5040], [-2.7927, 2.3905, -1.0103], [-2.2513, 3.4547, -1.7880], [-0.8426, 3.3414, -1.8898], [-0.2123, 2.1597, -2.4641], [1.2565, 2.1154, -2.4864], [1.9873, 3.2359, -1.9212], [1.3628, 4.4320, -1.3595], [-0.0935, 4.4827, -1.3374], [-2.1622, 1.0428, 1.0637], [-3.2779, 0.0880, 0.7285], [-2.8730, -1.0230, -0.3293], [-3.8633, -2.2515, -0.0489], [-3.5543, -3.4760, -0.9750], [-4.2539, -3.6712, -1.9226], [-2.4517, -4.2485, -0.6462], [5.1730, -1.9993, -2.0141], [4.4782, -0.6116, -1.0862], [5.9022, -1.4896, -0.4137], [3.0628, -4.2376, -0.6909], [3.4307, -3.2114, -2.1314], [1.7206, -1.4290, -1.0341], [1.0818, -2.9648, -1.7717], [0.1413, -3.5813, 0.3397], [1.8078, -3.6185, 0.9987], [0.2993, -2.1369, 2.3581], [-0.0137, -0.9943, 0.9657], [2.6226, -0.7377, 0.8818], [2.7992, -1.7175, 2.3605], [2.1850, 1.1963, 1.9945], [2.7785, 0.3209, 3.4341], [0.8829, 0.9332, 4.4754], [0.0757, -0.4705, 3.7107], [0.1787, 1.9146, 1.7904], [-0.3325, 2.5011, 3.3962], [-1.8478, 0.0571, 2.9574], [-2.3593, 2.7911, 3.9436], [-3.3549, 1.3056, 4.0583], [-4.1889, 3.6724, 0.7256], [-2.8349, 4.1896, 1.7938], [-1.3708, 2.9414, 0.6501], [-2.5717, 1.4251, -1.5322], [-3.9146, 2.5110, -1.0327], [-0.8580, 1.3419, -2.8530], [1.7634, 1.2165, -2.8978], [3.1034, 3.1973, -1.9042], [1.9202, 5.2870, -0.9148], [-0.6639, 5.3378, -0.9009], [-1.3122, 0.6855, 0.5940], [-4.2439, 0.5997, 0.4680], [-3.5059, -0.4808, 1.6747], [-1.8272, -1.3973, -0.1658], [-3.0694, -0.7174, -1.3852], [-3.8530, -2.5400, 1.0440], [-4.9022, -1.8574, -0.2284], [-1.9401, -3.6884, -0.0271], [-1.2773, 5.0180, -5.2003], [-2.1623, 3.8465, -5.5764], [-2.4193, 3.8076, -6.9848], [-1.3991, 3.4009, -7.7478], [-0.3096, 3.0627, -7.3559], [-1.7853, 3.4552, -9.0263], [-0.7484, 3.1440, -9.9584], [-1.7100, 5.9553, -5.5565], [-1.1524, 5.0722, -4.1178], [-0.2886, 4.9334, -5.6527], [-3.1326, 3.9575, -5.0903], [-1.7399, 2.8953, -5.2423], [-0.3025, 2.1730, -9.7446], [0.0118, 3.9263, -9.9451], [-1.1956, 3.1102, -10.9503], [3.5595, -5.9805, 3.7147], [4.1639, -4.7349, 4.3320], [3.1606, -3.9026, 4.9347], [2.6575, -4.3443, 6.0920], [2.9724, -5.3549, 6.6639], [1.7171, -3.4787, 6.4985], [1.0243, -3.8929, 7.6776], [2.7751, -5.7123, 3.0026], [4.3245, -6.5628, 3.1996], [3.0988, -6.6165, 4.4710], [4.6304, -4.1349, 3.5492], [4.9408, -4.9785, 5.0593], [1.7180, -4.1016, 8.4913], [0.4121, -4.7697, 7.4618], [0.3696, -3.0770, 7.9801]],
  "forces_ev_per_angstrom": [[0.17, 1.16, 0.10], [0.24, -0.29, -1.20], [-1.05, -0.31, -0.07], [0.73, -0.70, -0.09], [-0.06, 0.59, -0.47], [0.96, -1.83, 1.13], [0.03, 1.04, -1.04], [0.73, -1.11, 0.78], [0.82, 1.61, -0.07], [-0.69, 0.05, 0.05], [1.20, 0.54, 1.79], [-0.69, -0.44, 0.69], [0.33, -0.61, -1.00], [1.14, 0.58, 0.01], [0.27, 1.35, 0.29], [-0.99, -0.26, -0.12], [0.92, -0.68, 0.57], [1.72, 0.52, 0.34], [1.09, 1.91, 0.98], [-1.69, 1.71, 1.08], [-0.52, 0.22, 0.05], [-2.07, -1.76, -0.72], [0.94, -2.02, -0.90], [-0.01, 0.16, -0.59], [-0.81, -1.80, 0.30], [-1.10, -0.71, 0.76], [0.15, 0.64, 0.50], [-0.49, 0.83, 0.21], [0.63, -0.56, 0.27], [-0.82, 1.59, 0.01], [-0.18, 0.00, 0.92], [0.37, -0.89, 0.03], [-0.88, -0.32, -0.46], [0.12, 1.02, -0.33], [-0.10, 0.24, 0.99], [-0.04, -0.90, 0.09], [0.32, 0.44, 0.88], [0.71, 0.58, 0.17], [-0.85, 0.82, -0.20], [0.09, 0.63, -0.95], [0.76, -0.40, 0.17], [-0.37, -0.37, 1.02], [-1.08, 0.38, -0.44], [-0.62, -0.60, 0.72], [-0.75, 0.06, -0.86], [-0.41, -0.58, -0.93], [0.43, 0.72, -0.47], [-0.51, -0.55, 0.84], [0.00, -0.92, -0.70], [-0.23, 0.91, -0.90], [-0.01, -0.64, -0.77], [0.33, 0.84, -0.76], [0.26, -0.64, 1.01], [-0.43, -0.84, -0.53], [-0.89, -0.65, -0.62], [-0.01, 0.58, 0.77], [1.14, -0.05, -0.18], [0.76, 0.68, 0.20], [-0.31, 0.95, 0.35], [-1.12, -0.04, -0.11], [-0.25, -0.99, -0.57], [0.59, -0.86, -0.52], [-0.41, 0.12, 0.16], [1.23, -0.17, 0.11], [0.29, 0.75, -0.86], [-0.72, 0.70, -0.29], [0.55, -0.10, 0.85], [0.33, 0.18, -1.09], [0.96, -0.81, -0.17], [-0.11, -0.77, -0.16], [0.22, 0.13, -0.20], [0.13, 0.14, 0.47], [-0.05, -0.17, -0.11], [0.05, 0.17, -0.13], [-0.23, -0.05, 0.00], [-0.02, -0.05, 0.31], [0.22, -0.07, -0.38], [-0.11, -0.06, 0.11], [-0.07, 0.00, -0.02], [-0.04, -0.13, 0.07], [-0.07, -0.04, -0.29], [0.12, 0.05, -0.17], [0.03, 0.12, 0.11], [0.03, -0.13, 0.09], [-0.19, 0.08, 0.18], [-0.27, -0.10, 0.14], [0.33, -0.42, -0.29], [-0.09, 0.25, 0.12], [-0.05, -0.16, -0.09], [-0.01, 0.24, -0.05], [0.16, 0.00, -0.14], [-0.25, -0.03, 0.33], [0.13, 0.04, -0.08], [-0.01, 0.08, -0.01], [0.14, 0.03, 0.02], [-0.19, 0.21, 0.15], [-0.20, -0.02, 0.09], [0.00, -0.11, -0.13], [0.15, -0.04, 0.08], [0.12, 0.07, -0.22]],
  "lumo_energy_ev": -2.330,
  "total_energy_ev": -58095.096,
  "spin_multiplicity": 1,
  "charge": 1,
  "orbital_gap_ev": 9.48
}

---

Entry 5:
{
  "formula": "C2H3N3O3",
  "method": "ωB97M-V/def2-TZVPD",
  "elements": ["N", "N", "O", "N", "C", "O", "C", "O", "H", "H", "H"],
  "xyz": [[-2.3650, -0.1037, 0.0805], [-0.8232, -0.1966, -0.0278], [-0.3311, -1.5166, -0.0608], [0.9112, -1.4461, -0.4234], [1.3246, -0.1846, -0.0042], [2.7097, 0.2478, 0.0828], [0.2011, 0.7146, -0.1454], [0.0606, 1.9991, -0.2493], [-2.3902, 0.5572, -0.8013], [-2.6575, 0.3834, 0.9492], [3.3597, -0.4546, 0.5997]],
  "forces_ev_per_angstrom": [[3.70, 1.43, -3.10], [-2.77, -0.27, 1.27], [-3.31, 0.41, -1.21], [4.10, 3.24, 3.30], [3.61, -2.39, -2.56], [-1.17, -3.01, 1.16], [-1.55, 4.61, 1.02], [0.58, -4.99, 0.39], [-1.06, -1.30, 2.52], [0.95, 0.02, -0.74], [-3.08, 2.25, -2.05]],
  "lumo_energy_ev": -0.144,
  "total_energy_ev": -12729.016,
  "spin_multiplicity": 1,
  "smiles": "Nn1onc(O)c1=O",
  "orbital_gap_ev": 9.49
}

---

Entry 6:
{
  "formula": "C3H7N2S",
  "method": "ωB97M-V/def2-TZVPD",
  "elements": ["C", "C", "C", "N", "N", "S", "H", "H", "H", "H", "H", "H", "H"],
  "xyz": [[0.0882, 0.8922, -0.9975], [1.8549, -0.8297, 1.4567], [-2.2154, 0.3951, -0.5399], [1.8505, -0.6887, 0.2119], [-0.7960, 0.0852, -0.5853], [1.0231, 1.9665, -1.5336], [0.9011, -0.9427, 1.9596], [2.7420, -0.8385, 2.0833], [-2.5740, 0.3130, 0.4869], [-2.7643, -0.3108, -1.1647], [-2.3859, 1.4061, -0.9002], [2.7680, -0.6161, -0.2225], [-0.4920, -0.8319, -0.2547]],
  "forces_ev_per_angstrom": [[0.57, 0.50, -0.23], [0.17, -0.01, 0.56], [-1.01, 0.18, -0.01], [-0.36, -0.05, -0.89], [0.39, -0.40, 0.12], [-0.54, -0.46, 0.19], [-0.13, 0.03, 0.22], [0.14, -0.10, 0.02], [0.11, 0.03, -0.06], [0.12, 0.07, 0.01], [0.03, -0.03, 0.00], [0.15, 0.01, 0.23], [0.33, 0.23, -0.14]],
  "lumo_energy_ev": -5.452,
  "total_energy_ev": -17031.353,
  "spin_multiplicity": 1,
  "charge": 1,
  "orbital_gap_ev": 9.04
}